[1]
The following is a DFT calculation (ωB97M-V/def2-TZVPD) of one molecule with the formula C4H5NO.

Output
E_HOMO: -9.03 eV
LUMO: 0.03527 hartree
molecular weight: 83.09 Da
Kohn-Sham gap: 9.99 eV
electronic energy: -285.25827 Ha
SMILES string: C1C[C@@H]2N=C2O1

XYZ file:
```
11
Properties=species:S:1:pos:R:3:forces:R:3:mulliken_charge:R:1
N 1.716448 0.072093 0.488079 -0.2629 0.2878 0.2581 -0.50
C 0.725408 0.542998 -0.092004 -2.9707 -1.3710 -2.6097 0.59
C 0.609358 -0.807517 -0.481714 1.6249 -1.5138 1.0649 -0.30
C -0.668180 -1.221259 0.243220 0.2380 -0.1341 -0.5139 -0.47
C -1.489479 0.084968 0.046468 0.2724 0.1492 -0.2890 -0.35
O -0.504382 1.131773 -0.323370 0.4599 2.1103 1.8576 -0.38
H 1.011403 -1.231811 -1.399065 -0.0287 0.0974 0.4302 0.37
H -1.160344 -2.080542 -0.226634 0.1146 0.1790 0.1145 0.29
H -0.516131 -1.446675 1.308474 0.0954 0.1347 -0.3486 0.24
H -2.191236 0.007898 -0.794011 0.2565 0.1356 0.2132 0.27
H -2.016533 0.429025 0.941594 0.2008 -0.0750 -0.1773 0.26
```
Positions in Å, forces in eV/Å.

---

[2]
The following is a DFT calculation (ωB97M-V/def2-TZVPD) of one molecule with the formula C4H5NO.

Output
E_HOMO (spin up / spin down): -9.01 / -9.31 eV
LUMO (spin up / spin down): -0.06421 / -0.00912 hartree
molecular weight: 83.09 Da
Kohn-Sham gap (spin up / spin down): 7.26 / 9.06 eV
electronic energy: -285.27260 Ha

XYZ file:
```
11
Properties=species:S:1:pos:R:3:forces:R:3:mulliken_charge:R:1
C 0.302568 -0.925993 1.517178 0.0156 0.1061 0.0258 -1.07
C -0.327258 -0.019270 0.490888 -0.0238 -0.2292 -0.3550 0.87
N -1.416143 0.575870 0.559947 -0.6095 -0.1474 1.1592 -0.51
O -1.139795 1.938688 -1.469535 0.7125 -0.2862 -0.4096 -0.47
C -0.190647 1.192284 -1.678659 -0.2708 1.0150 -0.5979 0.04
C 0.181755 0.084390 -0.875550 0.2458 -0.7383 0.3544 -0.48
H -0.303370 -0.985116 2.422571 0.0652 0.0520 -0.1464 0.33
H 0.414018 -1.925156 1.087466 0.0090 0.0903 0.0693 0.31
H 1.296538 -0.541057 1.759753 -0.0826 -0.0841 0.0224 0.30
H 0.510990 1.394542 -2.512604 -0.1582 -0.0292 -0.0538 0.32
H 0.671344 -0.789180 -1.301455 0.0967 0.2510 -0.0684 0.36
```
Positions in Å, forces in eV/Å.

---

[3]
The following is a DFT calculation (ωB97M-V/def2-TZVPD) of one molecule with the formula C4H5NO.

Output
E_HOMO: -9.46 eV
LUMO: 0.02894 hartree
molecular weight: 83.09 Da
Kohn-Sham gap: 10.25 eV
electronic energy: -285.28093 Ha
SMILES string: O=C1[C@@H]2CCN12

XYZ file:
```
11
Properties=species:S:1:pos:R:3:forces:R:3:mulliken_charge:R:1
C -1.557458 -0.017976 -0.088173 -0.6504 -1.8921 0.9384 0.70
C 0.862856 -0.518608 0.384310 -1.8073 -0.4288 -3.0159 -0.60
C 0.528208 0.961773 0.103255 2.7518 -0.5144 -1.4515 -0.34
C -0.464413 -0.792229 -0.612430 1.5548 0.9549 2.9189 -0.28
N -0.673713 0.785414 -0.721641 0.8628 -0.0875 -1.7533 -0.43
O -2.568017 -0.111418 0.538588 -0.1376 0.9365 -0.2007 -0.52
H 1.674705 -1.009600 -0.150830 0.3280 0.7931 -0.2039 0.26
H 1.011511 -0.802276 1.399755 -0.8741 -0.4824 0.8807 0.31
H 0.149688 1.427627 0.915831 -0.2088 1.9181 3.0409 0.31
H 1.441206 1.493719 -0.326219 -1.7551 -0.2867 0.1176 0.26
H -0.404574 -1.416422 -1.442450 -0.0641 -0.9108 -1.2712 0.34
```
Positions in Å, forces in eV/Å.

---

[4]
The following is a DFT calculation (ωB97M-V/def2-TZVPD) of one molecule with the formula C4H5NO.

Output
E_HOMO: -9.74 eV
LUMO: 0.03658 hartree
molecular weight: 83.09 Da
Kohn-Sham gap: 10.74 eV
electronic energy: -285.32575 Ha
SMILES string: O=C1C[C@H]2N[C@@H]12

XYZ file:
```
11
Properties=species:S:1:pos:R:3:forces:R:3:mulliken_charge:R:1
O 0.766123 -0.650643 2.036947 0.1221 0.4015 -0.5317 -0.57
C 0.521203 -0.163866 0.968917 0.5347 0.3172 0.4758 0.09
C 0.849221 -0.523630 -0.502896 0.1716 -0.1753 0.0169 -0.31
C -0.352754 0.330150 -0.872837 0.0557 -0.0424 -0.2550 -0.20
N -1.461876 -0.042887 0.004559 -0.2058 -0.2998 -0.0997 -0.54
C -0.456285 0.916568 0.488865 0.0950 0.0091 0.4213 -0.12
H 1.802585 -0.020279 -0.694363 -0.0359 -0.0820 -0.2492 0.27
H 0.877708 -1.552148 -0.873906 0.0183 0.0286 0.2946 0.27
H -0.602949 0.734042 -1.849007 0.1454 0.1402 0.3295 0.39
H -1.223580 -0.939649 0.451589 -0.8773 0.1272 -0.4002 0.29
H -0.719396 1.912339 0.842136 -0.0236 -0.4243 -0.0023 0.41
```
Positions in Å, forces in eV/Å.

---

[5]
The following is a DFT calculation (ωB97M-V/def2-TZVPD) of C4H5NO as an isolated structure.

Output
E_HOMO: -9.20 eV
LUMO: 0.02121 hartree
molecular weight: 83.09 Da
Kohn-Sham gap: 9.77 eV
electronic energy: -285.32928 Ha

XYZ file:
```
11
Properties=species:S:1:pos:R:3:forces:R:3:mulliken_charge:R:1
C 1.434542 0.153941 0.988307 -0.0846 0.1333 -0.3051 -0.99
C 0.334766 0.211646 -0.069368 -0.6661 -0.3509 0.0199 0.74
C -0.855155 -0.471977 0.061720 0.1844 -0.0011 0.1380 -0.45
C -1.623497 -0.184612 -1.101209 -0.2001 0.0497 -0.2385 -0.17
N -1.121264 0.586334 -1.985509 2.9480 0.7538 1.3373 -0.25
O 0.421936 0.907347 -1.179052 -2.0210 -0.7145 -0.5909 -0.42
H 1.632993 1.135848 1.436358 -0.1652 -0.1337 -0.2462 0.28
H 1.123723 -0.527174 1.795123 0.0349 0.2590 -0.3858 0.28
H 2.387220 -0.212103 0.585015 -0.3061 0.0915 -0.1010 0.29
H -1.117713 -1.101304 0.899895 -0.1081 0.0732 -0.2067 0.30
H -2.626868 -0.497501 -1.432758 0.3840 -0.1602 0.5791 0.39
```
Positions in Å, forces in eV/Å.

---

[6]
The following is a DFT calculation (ωB97M-V/def2-TZVPD) of a 3-piece molecular cluster, C4H5NO overall.

Output
E_HOMO: -10.20 eV
LUMO: 0.02865 hartree
molecular weight: 83.09 Da
Kohn-Sham gap: 10.98 eV
electronic energy: -285.21611 Ha

XYZ file:
```
11
Properties=species:S:1:pos:R:3:forces:R:3:mulliken_charge:R:1
O 1.886345 -0.913977 1.098250 -0.5436 0.1550 0.2669 -0.41
C 0.774849 -0.642891 1.364876 0.1830 -0.0681 -0.3329 0.27
N -0.459410 -0.413876 1.026113 0.1296 0.0109 -0.0080 -0.27
C -0.859664 -0.442122 -0.382818 -0.0853 -0.1010 -0.2192 -0.75
C -0.674431 0.851683 -1.051772 0.0585 0.5729 -0.3361 -0.35
C -0.535668 1.916791 -1.597290 -0.0721 -0.5873 0.3269 0.18
H 0.501441 -0.398511 2.824664 -0.0733 0.0371 0.0594 0.05
H -0.349364 -0.210739 2.396119 0.3320 -0.0779 0.2044 0.27
H -0.313109 -1.226671 -0.918352 -0.0606 0.1365 0.0076 0.34
H -1.918547 -0.715843 -0.403023 0.1381 0.0618 -0.0272 0.29
H -0.413607 2.863893 -2.073116 -0.0062 -0.1401 0.0583 0.39
```
Positions in Å, forces in eV/Å.

---

[7]
The following is a DFT calculation (ωB97M-V/def2-TZVPD) of C4H5NO as an isolated structure.

Output
E_HOMO: -10.60 eV
LUMO: 0.02622 hartree
molecular weight: 83.09 Da
Kohn-Sham gap: 11.31 eV
electronic energy: -285.25562 Ha

XYZ file:
```
11
Properties=species:S:1:pos:R:3:forces:R:3:mulliken_charge:R:1
N -1.341841 0.387791 -1.094498 -0.0788 0.0747 0.3409 -0.61
C -1.427878 0.495380 0.159935 -0.0969 0.0550 -0.2254 0.17
O -0.583963 -0.124998 1.007872 -0.0339 0.0321 -0.0154 -0.35
C 0.457821 -0.876858 0.390213 0.0860 -0.1796 -0.0499 -0.37
C 1.551231 -0.012105 -0.110844 0.1030 0.2190 -0.4266 0.22
C 2.316129 0.708693 -0.825498 -0.3421 -0.3791 0.4765 -0.53
H -2.071991 0.924282 -1.554072 0.0500 -0.0389 0.0434 0.23
H -2.159995 1.068724 0.735026 0.0895 -0.0650 -0.1238 0.36
H 0.064194 -1.443100 -0.456628 0.0479 0.0398 0.0984 0.32
H 0.818154 -1.559144 1.161408 -0.0284 0.1088 -0.1274 0.29
H 2.378140 0.431338 0.587082 0.2038 0.1331 0.0094 0.27
```
Positions in Å, forces in eV/Å.

---

[8]
The following is a DFT calculation (ωB97M-V/def2-TZVPD) of one molecule with the formula C4H5NO.

Output
E_HOMO: -8.66 eV
LUMO: 0.03215 hartree
molecular weight: 83.09 Da
Kohn-Sham gap: 9.54 eV
electronic energy: -285.39589 Ha
SMILES string: O=C1CC=CN1

XYZ file:
```
11
Properties=species:S:1:pos:R:3:forces:R:3:mulliken_charge:R:1
O 2.277694 -0.040819 -0.814314 -0.4393 -0.1343 0.0245 -0.60
C 1.128008 -0.046289 -0.435964 0.2621 -0.2611 -0.2820 0.20
C 0.262275 1.079120 0.078952 0.3546 0.0080 0.2646 -0.28
C -1.120838 0.510732 0.144258 0.0619 -0.1738 0.2870 -0.44
C -0.983311 -0.819229 0.098465 -0.0512 0.0005 0.0549 -0.29
N 0.357295 -1.163286 -0.115501 0.1745 -0.1184 -0.2785 -0.08
H 0.419083 2.108829 -0.242669 0.1560 -0.3841 -0.1010 0.41
H 0.784981 0.873108 1.051394 -0.7743 1.1328 0.3010 0.13
H -2.045948 1.064212 0.256807 0.2750 -0.1423 0.0772 0.37
H -1.723407 -1.598416 0.232826 0.0850 0.1382 -0.1618 0.38
H 0.734554 -2.093081 -0.158835 -0.1044 -0.0654 -0.1858 0.20
```
Positions in Å, forces in eV/Å.

---

[9]
The following is a DFT calculation (ωB97M-V/def2-TZVPD) of a 2-piece molecular cluster, C4H5NO overall.

Output
E_HOMO: -8.84 eV
LUMO: 0.03042 hartree
molecular weight: 83.09 Da
Kohn-Sham gap: 9.67 eV
electronic energy: -285.33310 Ha
SMILES string: CC=C=O.C#N

XYZ file:
```
11
Properties=species:S:1:pos:R:3:forces:R:3:mulliken_charge:R:1
C -1.670079 -0.103980 0.009414 -0.0192 0.0449 -0.0283 -0.77
C -0.510411 0.766246 0.431929 0.0434 0.9780 -0.1793 -0.45
C 0.723140 0.998362 0.082752 0.7129 0.0131 -0.1953 0.66
O 1.824418 1.371537 -0.090743 -0.6672 -0.2888 0.0469 -0.48
C 2.126714 -1.304460 -0.324294 -0.7973 -0.6346 0.0790 0.10
N 1.073613 -1.756973 -0.196361 1.1688 0.1604 -0.1913 -0.41
H -1.422639 -1.161524 -0.124878 0.2308 0.3533 0.0954 0.33
H -2.087200 0.271645 -0.933085 0.0061 -0.1234 0.1646 0.22
H -2.458263 -0.043267 0.766901 0.1781 0.0016 -0.1257 0.26
H -0.679389 1.791573 0.811218 -0.7587 -0.3557 0.3213 0.27
H 3.080092 -0.829163 -0.432855 -0.0976 -0.1487 0.0126 0.28
```
Positions in Å, forces in eV/Å.

---

[10]
The following is a DFT calculation (ωB97M-V/def2-TZVPD) of one molecule with the formula C4H5NO.

Output
E_HOMO: -11.14 eV
LUMO: -0.01488 hartree
molecular weight: 83.09 Da
Kohn-Sham gap: 10.73 eV
electronic energy: -285.38646 Ha
SMILES string: CCC(=O)C#N

XYZ file:
```
11
Properties=species:S:1:pos:R:3:forces:R:3:mulliken_charge:R:1
C 0.606091 -0.670748 1.091324 0.0302 0.0237 0.0890 -1.07
C -0.197013 -0.651604 -0.216546 -0.0370 -0.0897 -0.0617 -0.31
C -0.799053 0.715604 -0.437950 -0.3055 0.0286 0.3269 0.44
O -1.750734 1.141548 0.168251 0.4288 -0.1666 -0.3323 -0.48
C -0.115468 1.575925 -1.438478 0.5031 0.6187 -0.6766 0.20
N 0.443348 2.225358 -2.215711 -0.5258 -0.6305 0.7293 -0.33
H 1.443640 0.033632 1.055829 -0.1042 -0.1170 -0.0005 0.33
H 1.005359 -1.673537 1.269531 -0.0413 0.1780 -0.0458 0.30
H -0.036362 -0.401454 1.934743 0.0936 -0.0280 -0.1326 0.31
H -1.032269 -1.354395 -0.145765 0.0712 0.0717 -0.0177 0.26
H 0.432459 -0.940329 -1.065229 -0.1131 0.1112 0.1221 0.33
```
Positions in Å, forces in eV/Å.

---

[11]
The following is a DFT calculation (ωB97M-V/def2-TZVPD) of one molecule with the formula C4H5NO.

Output
E_HOMO: -11.13 eV
LUMO: -0.01436 hartree
molecular weight: 83.09 Da
Kohn-Sham gap: 10.73 eV
electronic energy: -285.38207 Ha
SMILES string: CCC(=O)C#N

XYZ file:
```
11
Properties=species:S:1:pos:R:3:forces:R:3:mulliken_charge:R:1
C 0.602146 0.691777 -0.893773 0.0787 0.1067 -0.0337 -1.01
C -0.305201 -0.513504 -0.612074 0.0060 -0.0053 -0.0186 -0.28
C -0.640595 -0.775382 0.844562 -0.2631 -0.3757 0.0039 0.42
O -1.315182 -1.696452 1.230297 0.3326 0.4524 -0.1737 -0.48
C -0.086834 0.187587 1.837342 0.4072 0.6432 0.7636 0.21
N 0.369250 0.943647 2.585041 -0.4815 -0.7539 -0.6708 -0.34
H 0.821263 1.251218 0.019000 -0.0005 -0.0351 -0.1462 0.34
H 0.136921 1.396147 -1.586484 0.0359 -0.1492 0.0358 0.27
H 1.562285 0.387613 -1.317238 -0.1554 0.0025 0.0407 0.26
H 0.127714 -1.448883 -0.985101 -0.0636 0.1175 0.0843 0.31
H -1.271766 -0.423767 -1.121572 0.1037 -0.0030 0.1146 0.29
```
Positions in Å, forces in eV/Å.

---

[12]
The following is a DFT calculation (ωB97M-V/def2-TZVPD) of one molecule with the formula C4H5NO.

Output
E_HOMO: -9.83 eV
LUMO: 0.03127 hartree
molecular weight: 83.09 Da
Kohn-Sham gap: 10.68 eV
electronic energy: -285.37055 Ha
SMILES string: C#CCC(N)=O

XYZ file:
```
11
Properties=species:S:1:pos:R:3:forces:R:3:mulliken_charge:R:1
N 1.362015 -0.360814 -0.725666 0.0679 0.0205 0.0494 -0.33
C 1.079553 -0.234131 0.595308 0.0987 0.0519 0.0641 0.48
O 1.870874 -0.504502 1.478662 -0.2648 0.1013 -0.2661 -0.61
C -0.311768 0.322287 0.935174 -0.0234 0.0332 0.0559 -0.58
C -1.329011 0.166665 -0.102112 -0.3414 0.0863 -0.4483 -0.57
C -2.125590 0.155774 -1.004975 0.2840 -0.1571 0.3731 0.26
H 2.280483 -0.686490 -0.984100 -0.1396 0.0374 0.0460 0.22
H 0.688543 -0.140739 -1.441783 0.0331 -0.0570 0.1561 0.19
H -0.600179 -0.123335 1.891198 -0.0521 -0.0181 -0.2155 0.30
H -0.224139 1.400124 1.112411 0.2564 -0.1100 0.0914 0.24
H -2.850440 0.106449 -1.785657 0.0812 0.0116 0.0939 0.41
```
Positions in Å, forces in eV/Å.

---

The following ΔE to the lowest compared entry with this formula, charge and spin values (in eV) correspond, in order, to the records above: 4.253 3.864 3.637 2.417 2.321 5.401 4.326 0.509 2.217 0.765 0.885 1.198.